<1>
Below is 2 unconnected molecules or ions with the total composition C2H3ClN2O, with properties calculated with the ωB97M-V functional and the def2-TZVPD basis.

highest occupied orbital energy (alpha / beta)	-8.266 / -8.300	eV
charge	0
LUMO level (alpha / beta)	-0.3487 / -0.0184	eV

XYZ file:
```
9
Properties=species:S:1:pos:R:3:lowdin_charge:R:1
C 0.3401 1.1806 -0.7184 -0.10
C 0.6187 0.7067 0.4795 -0.19
N 1.4212 0.3054 1.2693 0.19
N 2.2457 2.5332 -1.2452 0.09
O 1.0583 2.3233 -1.3045 -0.19
Cl -3.8511 -4.5407 0.1916 0.21
H -0.4951 1.0231 -1.3697 0.09
H 1.4264 0.2681 2.3104 0.11
H -2.7643 -3.7998 0.3869 -0.21
```



<2>
Below is 2 unconnected molecules or ions with the total composition C2H3ClN2O, with properties calculated with the ωB97M-V functional and the def2-TZVPD basis.

highest occupied orbital energy	-10.522	eV
charge	0
SMILES	c1conn1.Cl
LUMO level	0.8277	eV

XYZ file:
```
9
Properties=species:S:1:pos:R:3:lowdin_charge:R:1
C 1.5675 0.8090 0.5977 -0.13
C 1.8027 -0.1804 -0.3442 -0.13
N -0.1665 -0.4264 0.4869 0.02
N 0.3333 0.5718 1.0624 0.01
O 0.7219 -0.8985 -0.4085 -0.02
Cl -4.7927 -0.5844 -0.0172 0.23
H 2.2444 1.5892 1.0070 0.12
H 2.4675 -0.2055 -1.2215 0.14
H -4.1781 -0.6748 -1.1627 -0.23
```



Computed stability ranking, most favorable first: <2>, <1>



<1>
Below is a single C6H10S2 molecule, with properties calculated with the ωB97M-V functional and the def2-TZVPD basis.

highest occupied orbital energy	-8.406	eV
charge	0
SMILES	C/C=C/C(=S)SCC
LUMO level	-0.3734	eV

XYZ file:
```
18
Properties=species:S:1:pos:R:3:lowdin_charge:R:1
C -0.9791 2.2154 2.8555 -0.21
C -1.3064 1.9218 1.3998 -0.58
C -0.2730 -0.0097 -0.4449 -1.07
C 0.9095 -0.7281 -0.9132 -0.25
C 0.7125 -1.7849 -1.6919 -0.21
C 1.7388 -2.5500 -2.4414 -0.09
H -0.2212 3.0178 2.8825 0.06
H -0.6547 1.2887 3.3902 0.08
H -1.8306 2.7579 3.3439 0.08
H -1.7708 2.8321 0.9698 0.08
H -2.1402 1.0942 1.2733 0.07
H 1.9491 -0.3380 -0.7001 0.12
H -0.3268 -2.0839 -1.8034 0.04
H 1.8144 -2.2050 -3.5322 0.11
H 1.3659 -3.5784 -2.5695 0.07
H 2.5971 -2.6369 -1.7889 0.07
S 0.1961 1.3249 0.6081 0.92
S -1.7806 -0.5380 -0.8377 0.68
```



<2>
Below is a molecular structure, C6H10S2, with properties calculated with the ωB97M-V functional and the def2-TZVPD basis.

highest occupied orbital energy	-8.798	eV
charge	0
LUMO level	-0.2640	eV

XYZ file:
```
18
Properties=species:S:1:pos:R:3:lowdin_charge:R:1
C -1.9340 0.6624 -0.5431 -0.06
C -0.7850 -0.4955 -0.8289 -0.18
C 0.2859 -0.4265 0.3309 -0.78
C -0.4888 -0.4213 1.6187 -0.08
C 2.3565 -0.1108 -0.6564 -0.44
C 1.2489 0.6800 -0.1030 -0.89
H -2.6645 0.3836 -1.3580 0.08
H -2.3662 0.5920 0.4969 0.07
H -1.4980 1.6457 -0.7310 0.05
H -0.2278 -0.3944 -1.7492 0.09
H -1.1660 -1.5688 -0.7371 0.12
H 0.2829 -0.4610 2.5052 0.14
H -1.0605 -1.2156 1.6445 0.03
H -0.9802 0.4721 1.5573 0.02
H 3.3041 0.2615 -0.1726 0.09
H 2.5994 -0.1747 -1.6990 0.08
S 1.6408 -1.6554 0.1320 0.89
S 1.4527 2.2270 0.2926 0.76
```



Computed stability ranking, most favorable first: <1>, <2>



<1>
Below is 2 unconnected molecules or ions with the total composition CH2Cl2N2, with properties calculated with the ωB97M-V functional and the def2-TZVPD basis.

highest occupied orbital energy	-9.630	eV
charge	0
SMILES	N=C=NCl.Cl
LUMO level	0.5703	eV

XYZ file:
```
7
Properties=species:S:1:pos:R:3:lowdin_charge:R:1
C 0.9788 -0.3765 -0.0630 -0.41
N 1.0365 0.8109 0.2145 -0.49
N 0.9707 -1.5954 -0.0226 0.17
Cl -2.0351 0.9282 0.0026 0.40
Cl 1.7593 2.2013 -0.2911 0.62
H 0.2827 -2.2612 -0.1538 0.04
H -2.9930 0.2928 0.3134 -0.33
```



<2>
Below is a molecular structure, CH2Cl2N2, with properties calculated with the ωB97M-V functional and the def2-TZVPD basis.

highest occupied orbital energy	-9.732	eV
charge	0
LUMO level	-0.8842	eV

XYZ file:
```
7
Properties=species:S:1:pos:R:3:lowdin_charge:R:1
C 0.4349 0.0430 -0.0283 -0.56
N 1.1477 -1.0022 0.1305 0.06
N -0.8201 0.0924 -0.3481 -0.85
Cl -1.9070 -1.2829 0.0376 0.55
Cl -1.7441 1.6215 -0.2025 0.55
H 0.7207 1.3864 0.0682 0.18
H 2.1679 -0.8583 0.3425 0.07
```



Computed stability ranking, most favorable first: <1>, <2>



<1>
Below is a molecular structure, C14H18AlN2O3S2, with properties calculated with the ωB97M-V functional and the def2-TZVPD basis.

highest occupied orbital energy	-19.021	eV
charge	+3
LUMO level	-15.8550	eV

XYZ file:
```
40
Properties=species:S:1:pos:R:3:lowdin_charge:R:1
C -2.9851 -2.9507 -0.1997 -0.13
C -3.0700 -1.8554 -1.4046 -0.22
C -4.4429 -0.9957 -1.2194 -0.13
C -4.1729 0.5473 -0.8421 -0.14
O -3.8313 0.7800 0.5687 -0.01
C -2.4182 0.8932 0.5838 -0.18
C -1.7688 2.2648 0.1452 0.18
N -0.3695 2.5343 0.0708 0.18
C 0.3749 1.3658 0.4498 -0.07
C 1.9639 1.4846 0.3722 -0.03
C 2.5928 2.8703 -0.1252 -0.03
C 2.9330 0.3211 0.7240 -0.07
C 4.5290 0.4409 0.6347 -0.21
S 5.1813 0.5528 -1.1079 0.79
O 6.6436 0.1355 -1.0383 -0.30
O 4.4345 -0.3661 -2.0551 -0.34
C 2.2646 -1.0379 1.2313 -0.31
S 3.2312 -2.5209 1.7296 1.11
C 0.6955 -1.1640 1.3155 -0.02
C -0.2557 0.0061 0.9273 -0.39
N -1.6798 -0.2472 1.0036 0.12
H -3.5077 -3.9223 -0.5334 0.10
H -1.8992 -3.2542 0.0419 0.06
H -3.5166 -2.5718 0.7451 0.07
H -3.0810 -2.4674 -2.3768 0.13
H -2.1365 -1.1870 -1.4576 0.08
H -4.9257 -0.9854 -2.2716 0.15
H -5.1992 -1.5030 -0.5311 0.14
H -5.1561 1.1120 -1.0748 0.17
H -3.4026 0.9433 -1.5960 0.15
H -2.4858 3.1167 -0.1579 0.19
H 3.7319 2.8895 -0.1441 0.08
H 2.2346 3.0262 -1.2139 0.13
H 2.2130 3.7818 0.4625 0.12
H 4.9260 1.3251 1.2677 0.16
H 5.0224 -0.4962 1.0966 0.11
H 5.1973 1.8766 -1.5898 0.13
H 2.4317 -3.1702 2.6731 0.00
H 0.2254 -2.1548 1.6690 0.15
Al -0.5221 0.5822 3.2270 1.11
```



<2>
Below is a molecular structure, C14H18AlN2O3S2, with properties calculated with the ωB97M-V functional and the def2-TZVPD basis.

highest occupied orbital energy	-19.200	eV
charge	+3
LUMO level	-15.8812	eV

XYZ file:
```
40
Properties=species:S:1:pos:R:3:lowdin_charge:R:1
C 4.0687 -0.4143 0.4504 -0.12
C 3.5495 -0.8340 -1.0037 -0.22
C 3.7167 -2.4153 -1.1731 -0.13
C 2.3389 -3.1836 -1.2646 -0.11
O 1.6686 -3.3893 0.0345 0.03
C 0.7326 -2.4185 0.1241 -0.27
C -0.5922 -2.6120 -0.6438 0.17
N -1.6203 -1.7231 -0.6828 0.20
C -1.3173 -0.5976 0.0633 -0.09
C -2.3652 0.5112 0.0700 -0.07
C -3.6669 0.2912 -0.7604 0.00
C -2.1944 1.7704 0.7892 -0.11
C -3.2526 2.9135 0.7928 -0.19
S -3.4110 3.7844 -0.8345 0.74
O -4.0238 5.0774 -0.5258 -0.27
O -2.1014 3.9605 -1.4638 -0.31
C -0.8933 1.9311 1.6082 -0.34
S -0.5292 3.3768 2.5661 1.18
C 0.1525 0.8298 1.6103 -0.05
C -0.0287 -0.4065 0.8607 -0.41
N 1.0188 -1.3427 0.8929 0.15
H 5.1697 -0.1811 0.3979 0.10
H 3.5784 0.5315 0.8249 0.06
H 3.9285 -1.2491 1.1905 0.07
H 4.1987 -0.2723 -1.7301 0.12
H 2.4924 -0.4920 -1.1960 0.08
H 4.2081 -2.5469 -2.1849 0.14
H 4.4201 -2.8625 -0.4259 0.14
H 2.5670 -4.1985 -1.7056 0.16
H 1.7139 -2.6486 -2.0379 0.15
H -0.7123 -3.5641 -1.2349 0.19
H -4.3959 1.1342 -0.7000 0.07
H -3.3528 0.2009 -1.8445 0.13
H -4.1952 -0.6706 -0.5124 0.12
H -4.2649 2.5463 1.1424 0.15
H -2.9621 3.7113 1.5373 0.10
H -4.3065 3.1368 -1.6832 0.13
H 0.2869 2.9088 3.5816 0.01
H 1.1017 0.9649 2.1974 0.14
Al -0.7254 -1.5585 2.8736 1.15
```



Computed stability ranking, most favorable first: <2>, <1>